{
  "formula": "C24H72N2O12",
  "method": "ωB97M-V/def2-TZVPD",
  "symbols": ["H", "H", "C", "N", "O", "H", "H", "H", "C", "C", "C", "H", "N", "H", "H", "H", "O", "O", "C", "H", "H", "C", "H", "H", "C", "H", "C", "O", "C", "H", "H", "H", "H", "H", "H", "C", "O", "O", "H", "H", "C", "O", "H", "H", "H", "H", "H", "H", "H", "H", "H", "H", "O", "H", "H", "H", "H", "H", "H", "C", "C", "H", "H", "H", "H", "C", "H", "O", "H", "C", "H", "C", "H", "H", "C", "H", "C", "O", "H", "O", "H", "H", "H", "H", "H", "C", "C", "H", "C", "H", "H", "H", "H", "H", "H", "H", "H", "H", "C", "H", "H", "H", "H", "H", "C", "C", "H", "O", "H", "H"],
  "positions_angstrom": [[-0.45, -4.13, -4.21], [5.96, -2.69, -0.30], [-0.96, -4.50, -3.36], [1.84, -1.85, -3.65], [3.89, 2.36, 1.50], [-2.03, 5.00, -1.89], [2.18, 1.67, 1.39], [0.15, 0.87, -1.01], [-1.23, 3.47, 0.19], [-3.41, -2.04, 1.84], [-1.58, 0.98, 4.07], [-1.72, -2.48, -2.90], [2.89, -1.88, -1.77], [2.03, 3.22, 3.08], [0.38, 1.12, 4.99], [6.55, -1.09, 0.18], [-3.26, 0.84, -0.03], [-1.66, -0.26, 4.00], [1.43, -3.99, 0.37], [-1.70, 0.52, -2.16], [0.91, 3.54, 1.82], [4.60, -1.58, 0.81], [-0.20, -1.47, 1.51], [1.60, 3.08, -0.64], [2.62, 2.88, -0.26], [-5.06, -0.80, -2.28], [-2.23, 1.54, 2.81], [-3.54, 3.49, 0.42], [-2.84, 4.38, -1.52], [-0.33, -1.27, -0.61], [0.17, 1.22, 0.71], [-3.06, 1.32, -2.72], [-2.22, 2.65, 2.90], [-1.27, 2.49, -0.20], [1.29, -2.94, 0.34], [1.37, -1.27, 2.56], [-3.97, -1.25, 2.92], [0.05, -1.82, 2.34], [4.50, 3.13, 1.42], [5.65, -0.58, 2.25], [-4.93, -0.20, -1.38], [3.83, -0.59, 0.57], [-3.77, 4.86, -1.74], [0.25, 1.75, -3.46], [0.97, -4.35, -1.43], [0.35, 1.58, 3.36], [1.38, -1.39, -4.43], [0.53, -4.38, 0.83], [2.78, -2.85, -1.53], [2.27, -4.24, 1.01], [1.30, -0.06, 0.08], [1.69, -1.44, 3.58], [1.74, -4.43, -0.90], [-3.13, -0.94, -0.59], [-2.37, 0.73, 0.14], [-5.50, -0.73, -0.62], [-0.46, 4.37, -4.18], [4.05, -2.51, 0.76], [-0.94, -0.73, 3.59], [-2.59, 4.13, -0.06], [2.68, 2.64, 1.24], [-2.33, -2.91, -0.64], [0.34, -2.41, -2.59], [-2.51, -1.55, 1.47], [-1.37, 2.35, -3.79], [1.97, 3.60, 2.14], [2.25, 4.64, 2.03], [0.22, 3.65, -4.17], [-2.89, -0.35, -3.01], [5.66, -1.64, -0.22], [-1.06, 3.44, 1.29], [-3.51, 0.03, -0.96], [-3.15, -3.01, 2.18], [-1.84, -4.91, -3.73], [5.02, -1.41, 2.27], [-3.71, 2.68, -0.11], [-2.78, 0.42, -2.26], [-0.58, -0.60, 0.01], [5.42, -1.36, -1.24], [-0.29, -2.70, -1.89], [-3.32, 1.28, 2.81], [3.25, -1.29, -0.96], [4.47, 0.11, 0.43], [4.27, -1.12, 2.99], [-0.30, 2.68, 4.55], [-0.37, 2.61, -3.36], [2.32, -1.17, -2.67], [-2.66, 5.09, 0.39], [0.30, 0.42, -0.05], [-3.25, -3.79, -1.69], [-5.46, 0.76, -1.57], [-0.49, 4.07, -0.32], [-2.07, -4.61, -0.73], [2.21, -2.78, -3.84], [-1.70, 1.10, 1.94], [2.95, 1.90, -0.76], [1.46, -0.22, 2.32], [-2.83, 3.46, -2.17], [-2.28, -3.71, -1.34], [5.63, -2.22, 2.66], [-2.15, 1.16, 4.96], [-4.14, -2.21, 1.06], [-3.30, -0.82, 3.53], [3.21, 3.70, -0.65], [-0.20, 1.64, 4.29], [-1.25, -3.31, -2.42], [-0.45, -5.32, -2.83], [2.26, 0.19, -2.66], [-0.46, 2.98, -2.35], [2.07, -1.66, 1.82]],
  "charge": 0,
  "spin_multiplicity": 1,
  "relative_energy_ev": 5.464,
  "orbital_gap_ha": 0.344,
  "smiles": "NC(N)=O.CC(C)O.CC(C)O.CC(C)O.CC(C)O.CC(C)O.CC(C)O.CO.CO.CO.CO.CO"
}